# 1
{"formula": "C4H12NO", "method": "the ωB97M-V functional and the def2-TZVPD basis", "elements": ["C", "N", "C", "C", "C", "H", "H", "H", "H", "H", "H", "H", "H", "H", "H", "H", "H", "O"], "xyz": [[0.2244, 0.5596, -1.5408], [0.0237, -0.6197, -0.6269], [-0.9276, -0.1016, 0.4662], [-0.3302, 1.2923, 0.6956], [0.4178, 1.7478, -0.5987], [0.9590, 0.2834, -2.2888], [-0.7688, 0.7075, -1.9660], [0.8798, -0.8631, -0.1188], [-0.2727, -1.5089, -1.0222], [-0.6693, -0.6746, 1.3031], [-1.8856, -0.0611, -0.0200], [-1.1378, 2.0247, 0.8284], [0.1194, 1.4357, 1.6766], [1.4611, 1.8737, -0.3253], [-0.1099, 2.5900, -1.0160], [0.1479, -2.7901, 2.1092], [1.0620, -3.3536, 0.9931], [0.8069, -2.5418, 1.4513]], "atomic_forces_ev_per_a": [[-0.94, -0.50, 0.18], [0.26, 0.20, 1.13], [2.16, 1.33, -1.67], [-1.83, 1.60, -0.02], [0.35, -1.53, 1.04], [0.13, 0.43, -0.05], [0.21, -0.23, -0.60], [0.10, 0.05, -0.12], [-0.29, 0.20, -0.42], [-0.98, -1.23, 1.13], [-0.62, -0.42, 0.58], [-0.27, -0.39, -0.17], [0.97, -0.54, -0.36], [0.09, 0.61, -0.48], [0.60, 0.51, -0.10], [0.14, -0.21, 0.02], [-0.03, -0.01, 0.34], [-0.05, 0.13, -0.43]], "mulliken_charge": [-0.58, -0.24, -0.45, -0.55, -0.46, 0.38, 0.33, 0.35, 0.31, 0.18, 0.41, 0.31, 0.37, 0.29, 0.33, 0.33, 0.33, -0.65], "lumo_energy_ha": -0.1177, "total_charge": 1, "largest_force_ha_per_bohr": 0.05902, "homo_lumo_gap_ev": 12.7}

# 2
{"formula": "C5H6O2S", "method": "the ωB97M-V functional and the def2-TZVPD basis", "elements": ["C", "C", "C", "C", "C", "H", "H", "H", "H", "H", "H", "O", "O", "S"], "xyz": [[-1.9994, -1.1979, -0.0365], [-0.6180, -0.5580, -0.0377], [0.4125, -0.4958, -0.9996], [1.8293, 0.0334, -0.3797], [0.6976, 1.9534, 0.8178], [-2.2668, -2.1196, -0.5873], [-2.7079, -0.2438, 0.0571], [-2.0542, -1.3085, 1.2773], [0.3529, -0.8971, -2.0052], [2.4630, 0.2446, -1.1737], [2.1516, -0.5448, 0.5698], [1.6216, 1.4790, -0.0777], [0.4715, 3.1387, 1.0668], [-0.3538, 0.5164, 1.5086]], "atomic_forces_ev_per_a": [[-0.35, 3.17, 5.40], [2.64, 0.90, -2.23], [-0.38, -0.17, 4.54], [-4.30, 0.56, 0.92], [-0.80, 0.59, -0.69], [0.28, 0.96, 0.27], [0.81, -2.35, -1.22], [-0.20, -0.80, -3.71], [0.01, -0.09, 0.21], [1.89, -0.86, -1.12], [-0.34, 0.99, -1.85], [-0.72, 1.03, 1.65], [1.12, -3.89, -0.62], [0.33, -0.06, -1.55]], "mulliken_charge": [-0.98, 0.45, -0.48, -0.51, 0.62, 0.34, 0.30, 0.22, 0.37, 0.32, 0.32, -0.32, -0.50, -0.16], "lumo_energy_ha": 0.0217, "total_charge": 0, "largest_force_ha_per_bohr": 0.12201, "homo_lumo_gap_ev": 9.7, "smiles": "CC1=CCOC(=O)S1"}

The records above yield HOMO level values of -15.8966; -9.1226 eV, respectively.